[1]
Computed, not measured: C4H11NO3 as an isolated structure at a distorted geometry, with ωB97M-V with the def2-TZVPD basis set.

```
19
C4H11NO3 ωB97M-V with the def2-TZVPD basis set
C 0.923 0.927 0.714
C -1.455 -0.215 -1.050
C 0.598 -1.082 0.642
C -0.463 -1.629 -0.145
N -1.757 0.761 -0.125
O 1.398 1.346 -0.578
O 1.997 0.828 1.610
O -0.682 0.196 -2.082
H 2.089 0.723 -0.839
H 2.423 1.690 1.703
H 0.027 0.780 -1.733
H 0.281 1.764 1.017
H -2.282 -0.821 -1.421
H -1.070 0.748 0.685
H -2.710 0.686 0.204
H 0.514 -1.175 1.718
H 1.610 -1.245 0.290
H -1.275 -2.089 0.414
H -0.166 -2.192 -1.024
```

Properties
Calculated total energy   -11955.641 eV
ΔE to the lowest compared entry with this formula, charge and spin   431.2 kJ/mol
HOMO level   -8.1 eV
M   121.1 Da
Frontier orbital gap   8.79 eV
Lowest unoccupied orbital energy   0.7307 eV
Net charge   0

Results of the natural (NBO) charge analysis, in e, for atoms 1 through 2: 0.303 0.347

=====

[2]
Computed, not measured: C11H10F9MoNO as an isolated structure at a distorted geometry, with ωB97M-V with the def2-TZVPD basis set.

```
33
C11H10F9MoNO ωB97M-V with the def2-TZVPD basis set
C -2.584 -2.499 0.079
C -3.205 -1.255 0.502
C -2.339 -0.621 1.459
C -1.174 -1.464 1.635
C -1.330 -2.629 0.818
Mo -1.301 -0.842 -0.761
N -0.037 -1.749 -1.611
C -0.938 -0.409 -2.661
C -1.986 0.521 -2.027
H -2.561 0.258 2.039
H -4.189 -0.916 0.201
H -0.385 -1.289 2.338
H -0.690 -3.488 0.805
H -3.022 -3.247 -0.569
H -2.982 0.349 -2.423
H -0.099 0.162 -3.060
H 0.749 -2.086 -2.158
H -1.625 1.536 -1.934
H -1.342 -0.995 -3.478
F 2.407 -0.401 2.360
C 2.918 0.227 1.275
F 4.057 0.875 1.664
F 3.268 -0.727 0.381
C 1.804 1.215 0.626
O 0.758 0.542 0.262
C 1.425 2.336 1.740
F 2.508 3.061 2.165
F 0.518 3.208 1.237
F 0.868 1.749 2.824
C 2.483 1.977 -0.636
F 3.596 2.696 -0.306
F 2.837 1.076 -1.586
F 1.591 2.829 -1.201
```

Properties
⟨S²⟩   2.019
Calculated total energy   -41415.225 eV
ΔE to the lowest compared entry with this formula, charge and spin   0.0 kJ/mol
HOMO level (alpha / beta)   -8.2 / -8.8 eV
Multiplicity   3
M   439.1 Da
Frontier orbital gap (alpha / beta)   6.95 / 7.74 eV
Lowest unoccupied orbital energy (alpha / beta)   -1.2962 / -1.0588 eV
Net charge   0

Results of the natural (NBO) charge analysis, in e, for atoms 1 through 2: -0.309 -0.308

=====

[3]
Computed, not measured: a 2-piece molecular cluster, C5H11O2 overall at a distorted geometry, with ωB97M-V with the def2-TZVPD basis set.

```
18
C5H11O2 ωB97M-V with the def2-TZVPD basis set
C -1.029 0.746 0.942
C -1.093 1.868 -0.056
C -2.183 -0.270 0.656
H -1.093 1.045 2.050
H -0.088 0.333 0.895
H -1.047 2.832 0.567
H -0.183 1.847 -0.682
H -1.736 -1.135 0.326
H -1.982 1.812 -0.549
H -2.837 0.246 -0.092
H -2.839 -0.314 1.535
C 2.590 -0.669 -0.683
C 1.923 -2.076 -0.941
O 1.899 -2.949 -0.058
O 1.372 -2.240 -2.101
H 1.894 0.053 -1.064
H 3.541 -0.663 -1.182
H 2.889 -0.468 0.436
```

Properties
⟨S²⟩   0.755
Calculated total energy   -9455.148 eV
ΔE to the lowest compared entry with this formula, charge and spin   125.4 kJ/mol
HOMO level (alpha / beta)   -11.0 / -10.6 eV
Multiplicity   2
M   103.1 Da
Frontier orbital gap (alpha / beta)   11.76 / 7.23 eV
Lowest unoccupied orbital energy (alpha / beta)   0.7388 / -3.4133 eV
Net charge   0

Results of the natural (NBO) charge analysis, in e, for atoms 1 through 2: -0.394 -0.601

=====

[4]
Computed, not measured: C10H14IOP as an isolated structure at a distorted geometry, with ωB97M-V with the def2-TZVPD basis set.

```
27
C10H14IOP ωB97M-V with the def2-TZVPD basis set
C -1.911 -1.070 -0.213
C -0.548 -1.232 -0.335
C -1.646 1.319 -0.236
C -2.479 0.199 -0.148
C -0.274 1.215 -0.443
C 0.262 -0.087 -0.464
C -3.963 0.122 0.018
C 0.529 2.460 -0.427
C 2.031 -0.436 1.694
C 2.437 -0.538 0.178
O 1.590 -0.160 -0.765
P 2.980 -2.743 -0.322
I 4.322 0.595 0.095
H -2.385 -2.037 -0.089
H 0.027 -2.222 -0.459
H -2.126 2.361 -0.239
H -4.319 1.018 0.234
H -4.297 -0.124 -0.921
H -4.314 -0.583 0.695
H 0.180 3.216 0.244
H 1.471 2.189 -0.055
H 0.432 3.050 -1.421
H 2.536 -1.192 2.276
H 1.049 -0.791 1.942
H 2.101 0.542 2.022
H 4.014 -2.192 -1.156
H 2.297 -2.880 -1.707
```

Properties
Calculated total energy   -30030.426 eV
ΔE to the lowest compared entry with this formula, charge and spin   372.0 kJ/mol
HOMO level   -8.4 eV
M   308.1 Da
Frontier orbital gap   8.48 eV
Lowest unoccupied orbital energy   0.0536 eV
Net charge   0

Results of the natural (NBO) charge analysis, in e, for atoms 1 through 2: -0.214 -0.238

=====

[5]
Computed, not measured: C37H60BrIN3O8RbS3Si as an isolated structure at a distorted geometry, with ωB97M-V with the def2-TZVPD basis set.

```
115
C37H60BrIN3O8RbS3Si ωB97M-V with the def2-TZVPD basis set
Rb -23.243 -7.131 1.255
O -23.391 -2.324 -0.051
C -23.166 -3.569 -0.186
O -22.451 -4.288 0.637
C -23.606 -4.345 -1.410
C -24.047 -3.653 -2.550
C -24.277 -4.385 -3.728
C -23.995 -5.732 -3.744
C -23.663 -6.348 -2.573
N -23.495 -5.667 -1.426
C -23.256 -7.873 -2.514
O -23.087 -8.467 -3.577
O -22.985 -8.291 -1.386
H -24.201 -2.547 -2.492
H -24.481 -3.869 -4.644
H -24.098 -6.275 -4.666
C -18.242 -12.173 -0.475
C -17.659 -10.862 -0.926
S -18.093 -9.355 -0.050
C -19.765 -8.983 -0.672
C -20.830 -9.992 -0.180
S -20.944 -9.965 1.587
C -21.122 -11.682 2.078
C -20.363 -12.696 1.221
S -18.636 -12.484 1.255
H -17.625 -13.081 -0.793
H -19.171 -12.356 -1.049
H -17.948 -10.658 -1.998
H -16.543 -10.884 -0.804
H -19.748 -8.952 -1.765
H -20.024 -8.020 -0.193
H -20.685 -10.949 -0.639
H -21.750 -9.636 -0.668
H -22.215 -12.015 2.160
H -20.846 -11.713 3.191
H -20.641 -12.651 0.128
H -20.652 -13.696 1.478
Br -17.442 -1.539 -1.388
C -17.063 -3.405 -1.449
C -15.724 -3.699 -1.753
C -15.378 -5.024 -1.719
C -16.353 -5.980 -1.496
C -17.694 -5.731 -1.319
C -18.005 -4.370 -1.201
I -20.032 -3.954 -0.596
H -15.040 -2.881 -1.871
H -14.350 -5.298 -2.001
H -15.986 -6.991 -1.530
H -18.357 -6.565 -1.142
C -22.149 -4.351 3.672
C -20.736 -4.134 3.225
N -19.860 -5.229 3.688
C -18.900 -4.894 4.796
C -19.652 -4.394 6.025
C -19.773 -6.407 2.926
C -18.972 -7.592 3.549
N -20.257 -6.608 1.776
H -22.746 -3.483 3.295
H -22.090 -4.534 4.756
H -22.663 -5.238 3.202
H -20.327 -3.174 3.603
H -20.687 -4.063 2.169
H -18.192 -4.118 4.393
H -18.341 -5.763 4.977
H -20.000 -3.344 5.986
H -18.914 -4.467 6.842
H -20.386 -5.138 6.279
H -17.915 -7.407 3.553
H -19.056 -8.417 2.911
H -19.382 -7.821 4.563
H -20.744 -5.791 1.433
C -27.337 -9.713 5.934
C -26.520 -9.196 4.724
C -26.632 -10.191 3.490
C -25.115 -9.033 5.201
O -27.164 -7.983 4.489
Si -26.615 -6.865 3.363
O -25.079 -6.858 3.076
O -27.718 -7.143 2.140
C -27.790 -6.565 0.825
C -28.357 -5.169 0.939
C -26.416 -6.412 0.178
C -28.662 -7.471 0.014
O -27.296 -5.422 3.967
C -26.676 -4.536 4.948
C -27.727 -3.482 5.284
C -26.266 -5.349 6.180
C -25.452 -3.955 4.300
H -27.022 -10.722 6.317
H -28.375 -9.863 5.591
H -27.264 -9.036 6.793
H -26.030 -11.103 3.757
H -26.248 -9.655 2.606
H -27.640 -10.551 3.384
H -24.674 -10.030 5.472
H -25.063 -8.473 6.129
H -24.453 -8.524 4.488
H -27.685 -4.634 1.570
H -29.335 -5.123 1.407
H -28.335 -4.649 -0.035
H -25.811 -5.712 0.708
H -26.670 -5.987 -0.798
H -25.807 -7.336 0.085
H -29.715 -7.591 0.460
H -28.217 -8.473 0.037
H -28.858 -7.160 -1.005
H -28.622 -4.056 5.611
H -27.939 -2.813 4.454
H -27.458 -2.800 6.115
H -27.006 -5.988 6.553
H -25.946 -4.716 7.016
H -25.393 -5.986 5.916
H -25.816 -3.469 3.401
H -24.754 -4.723 3.969
H -24.945 -3.212 4.901
```

Properties
Calculated total energy   -179382.987 eV
ΔE to the lowest compared entry with this formula, charge and spin   162.5 kJ/mol
HOMO level   -3.5 eV
M   1091.5 Da
Frontier orbital gap   6.98 eV
Lowest unoccupied orbital energy   3.4329 eV
Net charge   -2

Results of the Mulliken charge analysis, in e, for atoms 1 through 2: 0.704 -0.895

=====

[6]
Computed, not measured: a 3-piece molecular cluster, C36H71BCl2F4N4O14P overall at a distorted geometry, with ωB97M-V with the def2-TZVPD basis set.

```
133
C36H71BCl2F4N4O14P ωB97M-V with the def2-TZVPD basis set
C 0.948 -2.598 0.635
O 1.404 -2.492 -0.683
C 1.945 -1.210 -0.981
C 1.285 -0.636 -2.217
C -0.228 -0.458 -2.003
C -0.749 0.947 -2.343
C -2.103 0.828 -3.065
C -3.168 0.347 -2.053
C -4.595 0.895 -2.154
C -5.105 1.076 -3.589
C -5.301 -0.143 -4.471
O -6.367 -0.696 -4.636
Cl -3.900 -0.769 -5.397
C -4.482 2.376 -1.607
N -3.844 3.350 -2.495
C -4.687 4.216 -3.219
O -5.169 4.050 -4.304
F -4.924 5.349 -2.534
C -2.723 4.022 -1.914
O -1.658 4.165 -2.454
F -2.981 4.469 -0.685
C -5.839 2.834 -1.093
N -6.178 2.190 0.216
C -5.407 3.004 1.255
C -5.788 2.840 2.728
F -5.799 4.098 3.257
P -7.909 2.589 0.479
O -7.954 3.955 0.957
O -8.573 1.578 1.471
O -8.777 2.476 -0.836
C -5.696 0.750 0.182
C -6.214 -0.122 1.331
C -5.098 -0.890 2.087
C -5.413 -2.388 2.227
Cl -4.954 -0.249 3.759
C -5.623 0.102 -1.225
C -5.183 -1.342 -1.021
C -5.163 -2.226 -2.260
C -4.905 -3.661 -1.807
F -5.460 -4.540 -2.681
O -6.848 0.105 -1.941
B -8.015 -0.517 -1.583
O -8.174 -1.673 -0.817
O -9.136 0.016 -2.133
H 0.074 -1.967 0.819
H 1.719 -2.287 1.332
H 0.644 -3.613 0.828
H 3.015 -1.320 -1.109
H 1.734 -0.540 -0.148
H 1.428 -1.389 -2.979
H 1.783 0.283 -2.492
H -0.481 -0.734 -0.988
H -0.718 -1.199 -2.621
H -0.889 1.488 -1.417
H -0.049 1.441 -2.999
H -1.942 0.065 -3.804
H -2.332 1.733 -3.609
H -2.753 0.535 -1.065
H -3.122 -0.725 -2.139
H -4.410 1.693 -4.139
H -6.039 1.609 -3.649
H -3.812 2.283 -0.767
H -5.972 3.902 -1.029
H -6.546 2.528 -1.857
H -5.489 4.054 1.043
H -4.355 2.789 1.162
H -5.016 2.308 3.256
H -6.755 2.398 2.934
H -9.485 1.387 1.211
H -8.552 3.239 -1.381
H -4.641 0.813 0.419
H -6.700 0.442 2.111
H -6.932 -0.869 1.025
H -4.147 -0.826 1.577
H -4.906 -2.756 3.103
H -6.473 -2.577 2.275
H -4.962 -2.890 1.385
H -5.827 -1.865 -0.335
H -4.198 -1.391 -0.571
H -6.111 -2.262 -2.774
H -4.391 -2.003 -2.981
H -3.833 -3.830 -1.788
H -5.264 -3.852 -0.800
H -8.211 -2.435 -1.399
H -9.912 -0.290 -1.665
C 8.897 -5.139 -1.542
O 8.711 -4.692 -0.212
C 9.402 -3.490 0.103
C 8.436 -2.343 0.307
N 7.805 -1.948 -0.944
C 6.685 -1.022 -0.802
C 5.449 -1.484 -0.035
O 4.713 -2.516 -0.680
C 5.189 -3.829 -0.443
H 8.471 -6.138 -1.615
H 8.388 -4.492 -2.265
H 9.958 -5.193 -1.798
H 10.145 -3.247 -0.662
H 9.936 -3.664 1.041
H 8.979 -1.487 0.719
H 7.697 -2.669 1.052
H 7.478 -2.777 -1.423
H 6.362 -0.765 -1.814
H 7.051 -0.098 -0.342
H 4.770 -0.629 0.020
H 5.666 -1.758 1.001
H 5.620 -3.933 0.556
H 5.920 -4.132 -1.196
H 4.338 -4.506 -0.526
C 10.420 1.783 3.058
O 9.721 1.691 4.284
C 9.154 2.916 4.730
C 7.643 2.877 4.651
N 7.185 2.874 3.267
C 5.765 2.585 3.097
C 5.249 1.219 3.541
O 5.724 0.135 2.763
C 6.995 -0.364 3.148
H 10.947 0.843 2.908
H 9.741 1.938 2.211
H 11.153 2.594 3.078
H 9.555 3.766 4.171
H 9.443 3.041 5.777
H 7.234 3.753 5.161
H 7.313 1.981 5.194
H 7.717 2.191 2.746
H 5.548 2.683 2.030
H 5.187 3.360 3.609
H 4.165 1.226 3.401
H 5.417 1.028 4.607
H 7.161 -0.275 4.223
H 7.802 0.136 2.606
H 7.032 -1.420 2.880
```

Properties
Calculated total energy   -118983.589 eV
HOMO level   -9.8 eV
M   972.7 Da
Frontier orbital gap   6.97 eV
Lowest unoccupied orbital energy   -2.8379 eV
Net charge   +1

Results of the Mulliken charge analysis, in e, for atoms 1 through 2: -0.620 -0.391

=====

[7]
Computed, not measured: C5H7NO3 as an isolated structure at a distorted geometry, with ωB97M-V with the def2-TZVPD basis set.

```
16
C5H7NO3 ωB97M-V with the def2-TZVPD basis set
C -0.164 -1.398 -0.243
N -0.031 -0.077 0.358
C -2.351 0.453 -0.001
C -0.227 1.066 -0.126
C 1.901 0.306 0.543
C 2.804 0.040 -0.373
O -2.860 1.329 0.879
O -3.008 -0.337 -0.618
O -0.094 2.213 -0.303
H -3.824 1.182 0.963
H 2.075 0.546 1.584
H 0.086 -1.377 -1.303
H -1.187 -1.744 -0.109
H 0.502 -2.079 0.281
H 2.511 -0.201 -1.389
H 3.867 0.078 -0.143
```

Properties
Calculated total energy   -12925.615 eV
ΔE to the lowest compared entry with this formula, charge and spin   633.8 kJ/mol
HOMO level (alpha / beta)   -7.5 / -7.5 eV
M   129.1 Da
Frontier orbital gap (alpha / beta)   7.68 / 7.67 eV
Lowest unoccupied orbital energy (alpha / beta)   0.1411 / 0.1394 eV
Net charge   0

Results of the natural (NBO) charge analysis, in e, for atoms 1 through 2: -0.411 -0.424